Computed, not measured: a 5-piece molecular cluster, H10O5 overall, with the ωB97M-V functional and the def2-TZVPD basis.

Geometry as XYZ:
```
15
Properties=species:S:1:pos:R:3:forces:R:3:mulliken_charge:R:1
O -1.314 2.685 -0.946 0.1 -0.3 0.1 -0.599
H -1.117 2.878 -1.863 0.0 0.0 -0.3 0.324
H -1.740 3.478 -0.620 -0.1 0.2 0.2 0.292
O -0.330 -2.215 2.421 -0.1 -0.3 0.0 -0.641
H 0.100 -1.360 2.458 0.0 0.5 -0.1 0.327
H 0.321 -2.826 2.767 0.1 -0.2 0.1 0.306
O 0.663 0.402 1.021 -0.3 0.2 0.4 -0.636
H 1.261 -0.293 0.746 0.5 -0.2 -0.2 0.389
H 0.277 0.722 0.207 -0.2 0.2 -0.1 0.274
O -2.449 -0.176 -2.174 0.0 -0.2 -0.4 -0.634
H -1.655 0.142 -1.743 0.1 0.1 0.2 0.301
H -3.140 -0.053 -1.524 -0.1 0.1 0.2 0.325
O 2.923 -1.028 0.109 -0.1 -0.1 0.2 -0.680
H 3.372 -0.479 -0.534 0.1 0.3 -0.1 0.324
H 2.827 -1.876 -0.324 0.0 -0.3 -0.1 0.329
```
Forces are in eV/Å.

The value obtained for the energy above the lowest of the compared OMol25 structures with the same formula, charge and spin is 25.3 kcal/mol. Its total energy is -10399.752 eV. As for the total charge: 0. Its SMILES is O.O.O.O.O. For the HOMO energy, the calculation gives -10.90 eV. The molecular weight is 90.075 u.